Arrangement a

192
Properties=species:S:1:pos:R:3 method="wB97M-V/def2-TZVPD" smiles=COCCNCCOC.COCCNCCOC.COCCNCCOC.COCCNCCOC.COCCNCCOC.COCCNCCOC.COCCNCCOC.COCCNCCOC lumo_ev=0.48
C -6.332 -0.194 -6.381
O -6.655 -1.440 -6.970
C -5.537 -2.256 -7.180
C -4.896 -2.061 -8.576
N -5.747 -2.187 -9.719
C -6.145 -3.480 -10.238
C -6.444 -4.588 -9.222
O -7.540 -4.188 -8.445
C -8.064 -5.193 -7.636
H -7.192 0.423 -6.130
H -5.666 0.312 -7.083
H -5.873 -0.371 -5.397
H -5.872 -3.292 -7.132
H -4.803 -2.158 -6.371
H -4.022 -2.709 -8.644
H -4.588 -1.010 -8.535
H -6.519 -1.550 -9.778
H -5.410 -3.921 -10.923
H -7.089 -3.358 -10.771
H -5.549 -4.747 -8.606
H -6.696 -5.475 -9.815
H -8.286 -6.147 -8.131
H -8.988 -4.824 -7.193
H -7.396 -5.459 -6.801
C 6.285 2.607 0.655
O 6.355 2.284 2.015
C 7.177 3.146 2.765
C 6.517 4.476 3.109
N 7.507 5.477 3.451
C 6.901 6.771 3.703
C 6.205 6.847 5.064
O 5.048 7.673 4.921
C 4.489 8.155 6.101
H 5.884 3.613 0.488
H 5.635 1.901 0.141
H 7.234 2.579 0.103
H 8.203 3.268 2.401
H 7.319 2.624 3.721
H 5.757 4.378 3.898
H 5.949 4.838 2.248
H 8.235 5.252 4.109
H 6.130 6.935 2.943
H 7.504 7.667 3.545
H 6.894 7.336 5.771
H 5.852 5.895 5.476
H 3.724 8.868 5.792
H 5.234 8.565 6.788
H 3.885 7.424 6.666
C -4.051 1.515 -1.853
O -2.866 1.400 -1.103
C -2.388 2.519 -0.389
C -3.466 3.252 0.415
N -2.835 4.196 1.314
C -2.460 3.599 2.588
C -2.108 4.681 3.591
O -3.301 5.175 4.178
C -3.165 5.771 5.436
H -4.725 2.313 -1.532
H -4.597 0.589 -1.662
H -3.867 1.653 -2.922
H -1.965 3.220 -1.116
H -1.627 2.187 0.315
H -4.160 2.517 0.856
H -4.106 3.781 -0.295
H -3.470 4.965 1.485
H -1.716 2.800 2.579
H -3.340 3.091 3.030
H -1.659 5.526 3.048
H -1.366 4.384 4.340
H -2.496 6.644 5.451
H -2.829 5.081 6.220
H -4.152 6.154 5.694
C 3.637 -0.240 1.271
O 2.254 -0.330 1.275
C 1.738 -1.201 0.321
C 0.239 -1.062 0.310
N -0.481 -2.029 -0.491
C -1.902 -1.742 -0.484
C -2.708 -2.467 -1.525
O -2.793 -1.844 -2.772
C -3.738 -2.504 -3.575
H 4.115 0.655 1.680
H 4.097 -0.372 0.285
H 4.079 -1.010 1.926
H 1.972 -2.249 0.594
H 2.143 -1.144 -0.693
H 0.011 -0.050 -0.077
H -0.125 -1.055 1.345
H -0.122 -2.016 -1.439
H -2.120 -0.666 -0.594
H -2.263 -1.974 0.524
H -3.700 -2.657 -1.078
H -2.370 -3.520 -1.581
H -3.371 -3.500 -3.851
H -3.973 -1.864 -4.421
H -4.709 -2.703 -3.093
C -13.309 -0.009 -1.674
O -12.212 0.809 -1.242
C -11.102 0.104 -0.778
C -9.929 1.055 -0.682
N -8.766 0.507 0.023
C -8.118 -0.590 -0.665
C -7.127 -1.340 0.190
O -6.286 -0.455 0.882
C -5.686 -0.988 2.031
H -13.931 0.653 -2.266
H -13.843 -0.306 -0.765
H -12.932 -0.888 -2.198
H -10.820 -0.840 -1.256
H -11.327 -0.197 0.262
H -10.159 1.969 -0.132
H -9.566 1.437 -1.642
H -9.010 0.300 0.984
H -7.577 -0.119 -1.494
H -8.783 -1.348 -1.101
H -6.543 -2.027 -0.439
H -7.629 -1.969 0.943
H -5.239 -1.976 1.864
H -6.455 -1.125 2.803
H -4.903 -0.315 2.367
C 1.285 -0.334 4.770
O 2.080 -1.374 5.334
C 1.474 -2.642 5.448
C 1.476 -3.438 4.149
N 0.406 -4.409 4.043
C 0.364 -4.978 2.692
C -0.689 -6.053 2.668
O -1.900 -5.567 3.225
C -3.006 -5.731 2.389
H 1.764 0.589 5.098
H 0.241 -0.383 5.092
H 1.344 -0.342 3.676
H 0.459 -2.531 5.864
H 1.984 -3.194 6.240
H 2.475 -3.881 4.073
H 1.448 -2.731 3.298
H -0.498 -3.980 4.207
H 1.363 -5.379 2.514
H 0.173 -4.176 1.970
H -0.358 -6.879 3.303
H -0.866 -6.438 1.662
H -3.398 -6.759 2.480
H -2.809 -5.631 1.321
H -3.809 -5.074 2.712
C 14.075 -0.653 4.727
O 13.998 0.304 3.686
C 13.449 -0.144 2.463
C 12.407 0.872 1.995
N 11.228 1.010 2.837
C 10.509 -0.263 2.987
C 9.075 -0.036 3.481
O 8.421 -1.279 3.391
C 7.074 -1.231 3.028
H 14.639 -1.532 4.385
H 13.074 -0.981 5.040
H 14.599 -0.232 5.582
H 13.053 -1.166 2.560
H 14.209 -0.292 1.680
H 12.143 0.664 0.954
H 12.958 1.817 1.971
H 11.590 1.252 3.757
H 10.995 -0.914 3.716
H 10.372 -0.671 1.986
H 8.628 0.705 2.810
H 9.102 0.337 4.512
H 6.616 -2.195 3.245
H 6.928 -1.067 1.950
H 6.502 -0.438 3.524
C 1.738 -3.567 -5.460
O 1.437 -3.483 -4.078
C 2.082 -2.433 -3.373
C 1.310 -1.149 -3.580
N 1.838 -0.013 -2.853
C 0.933 1.147 -2.845
C 1.610 2.485 -2.786
O 2.502 2.615 -1.681
C 1.883 2.709 -0.434
H 1.644 -4.592 -5.810
H 2.652 -3.065 -5.796
H 0.975 -2.996 -6.026
H 3.149 -2.301 -3.613
H 2.166 -2.854 -2.365
H 0.263 -1.310 -3.313
H 1.305 -0.961 -4.665
H 2.654 0.368 -3.331
H 0.264 1.037 -1.984
H 0.255 1.121 -3.714
H 0.887 3.304 -2.657
H 2.196 2.739 -3.672
H 1.356 3.661 -0.272
H 2.601 2.517 0.359
H 1.098 1.953 -0.280

Arrangement b

192
Properties=species:S:1:pos:R:3 method="wB97M-V/def2-TZVPD" smiles=COCCNCCOC.COCCNCCOC.COCCNCCOC.COCCNCCOC.COCCNCCOC.COCCNCCOC.COCCNCCOC.COCCNCCOC lumo_ev=0.39
C 1.506 -12.769 8.738
O 1.020 -12.278 7.531
C -0.209 -11.581 7.754
C -1.107 -11.656 6.475
N -2.488 -10.973 6.620
C -2.212 -9.503 6.468
C -3.525 -8.658 6.292
O -3.267 -7.314 5.913
C -4.342 -6.430 6.051
H 1.649 -11.917 9.404
H 2.451 -13.280 8.553
H 0.753 -13.388 9.226
H 0.127 -10.568 7.976
H -0.919 -12.036 8.445
H -1.368 -12.710 6.378
H -0.755 -11.505 5.454
H -3.023 -11.306 5.830
H -1.452 -9.231 5.735
H -1.773 -9.161 7.406
H -3.915 -8.586 7.308
H -4.217 -9.208 5.654
H -4.775 -6.334 7.046
H -5.174 -6.738 5.418
H -4.120 -5.376 5.881
C -2.410 3.918 13.063
O -3.239 3.565 12.009
C -2.909 4.139 10.715
C -2.448 3.181 9.606
N -1.362 2.252 9.856
C -0.088 2.953 10.227
C 1.119 2.541 9.388
O 0.931 2.738 8.018
C 1.110 4.058 7.605
H -1.765 4.774 12.863
H -1.755 3.077 13.291
H -3.139 4.147 13.840
H -2.245 5.003 10.691
H -3.881 4.423 10.312
H -2.079 3.749 8.752
H -3.344 2.672 9.253
H -1.208 1.738 9.000
H 0.180 2.860 11.280
H -0.091 4.039 10.138
H 1.252 1.473 9.561
H 1.994 3.063 9.778
H 2.156 4.361 7.565
H 0.817 4.732 8.410
H 0.524 4.353 6.735
C -8.569 4.522 -12.133
O -7.957 5.763 -12.111
C -8.724 6.945 -11.812
C -7.656 8.070 -11.836
N -6.480 8.107 -10.973
C -6.816 8.468 -9.630
C -5.603 8.137 -8.714
O -5.304 6.732 -8.545
C -4.204 6.468 -7.636
H -8.853 4.144 -11.150
H -7.884 3.763 -12.510
H -9.451 4.499 -12.772
H -9.044 6.766 -10.786
H -9.659 7.043 -12.364
H -8.016 9.089 -11.694
H -7.152 7.997 -12.800
H -6.129 7.160 -10.991
H -7.651 7.782 -9.487
H -7.075 9.526 -9.589
H -5.834 8.464 -7.700
H -4.679 8.621 -9.028
H -3.392 7.144 -7.907
H -3.749 5.512 -7.893
H -4.499 6.558 -6.590
C 3.827 -6.071 -1.730
O 2.607 -6.532 -1.084
C 1.684 -5.432 -0.786
C 0.989 -4.722 -1.957
N 0.676 -5.726 -3.009
C -0.674 -6.290 -2.702
C -1.125 -7.374 -3.735
O -0.334 -8.508 -3.755
C -0.708 -9.289 -2.612
H 3.508 -5.420 -2.544
H 4.441 -6.933 -1.991
H 4.319 -5.346 -1.081
H 1.955 -4.667 -0.058
H 0.909 -5.951 -0.221
H 1.598 -3.948 -2.424
H 0.076 -4.290 -1.548
H 1.380 -6.449 -2.977
H -1.551 -5.644 -2.663
H -0.558 -6.681 -1.691
H -1.089 -6.977 -4.749
H -2.163 -7.619 -3.510
H -0.281 -10.292 -2.619
H -1.783 -9.456 -2.542
H -0.529 -8.879 -1.618
C 1.992 0.708 -20.039
O 1.597 0.607 -18.616
C 1.151 -0.706 -18.305
C 0.832 -0.806 -16.787
N 1.838 -0.270 -15.917
C 1.509 1.085 -15.419
C 0.510 0.998 -14.371
O 1.143 1.224 -13.066
C 0.209 1.421 -11.993
H 1.132 0.625 -20.704
H 2.560 -0.196 -20.255
H 2.620 1.568 -20.273
H 1.876 -1.493 -18.515
H 0.284 -0.955 -18.917
H 0.956 -1.873 -16.604
H -0.156 -0.394 -16.581
H 1.647 -0.820 -15.091
H 1.179 1.806 -16.168
H 2.418 1.535 -15.019
H -0.038 0.069 -14.216
H -0.232 1.784 -14.516
H -0.567 0.657 -11.936
H -0.216 2.416 -11.865
H 0.771 1.378 -11.061
C -0.320 -1.550 2.516
O 0.409 -0.780 1.550
C 0.511 0.568 1.949
C 1.537 1.385 1.178
N 0.933 1.702 -0.148
C 1.911 1.834 -1.237
C 1.414 2.626 -2.483
O 2.371 3.004 -3.503
C 1.651 3.555 -4.666
H 0.309 -1.711 3.391
H -0.398 -2.567 2.130
H -1.345 -1.206 2.649
H 0.867 0.558 2.979
H -0.428 1.120 1.948
H 2.404 0.751 0.990
H 1.884 2.250 1.743
H 0.446 0.862 -0.427
H 2.110 0.828 -1.606
H 2.831 2.192 -0.775
H 0.810 3.481 -2.179
H 0.657 2.033 -2.996
H 0.923 2.871 -5.102
H 2.350 3.795 -5.467
H 1.053 4.454 -4.520
C 3.750 9.086 -0.305
O 2.827 9.903 0.327
C 3.500 11.005 0.968
C 2.510 11.865 1.751
N 1.553 12.740 1.007
C 2.150 13.571 -0.039
C 3.269 14.541 0.335
O 2.576 15.721 0.228
C 3.164 16.956 0.602
H 4.141 9.629 -1.166
H 3.190 8.184 -0.552
H 4.559 8.783 0.361
H 3.895 11.758 0.286
H 4.384 10.750 1.552
H 3.171 12.447 2.394
H 2.040 11.259 2.526
H 1.107 13.359 1.669
H 1.278 14.148 -0.347
H 2.572 13.050 -0.899
H 4.117 14.508 -0.348
H 3.590 14.480 1.375
H 3.972 16.998 -0.128
H 3.429 17.115 1.648
H 2.519 17.817 0.424
C 2.727 -5.085 8.930
O 2.737 -5.762 10.263
C 2.491 -7.188 10.156
C 2.424 -7.663 11.623
N 2.697 -9.110 11.589
C 3.044 -9.699 12.889
C 4.499 -9.590 13.063
O 4.919 -10.762 12.336
C 6.224 -11.068 12.615
H 2.910 -5.851 8.178
H 3.477 -4.295 8.984
H 1.705 -4.714 8.853
H 3.436 -7.623 9.830
H 1.641 -7.427 9.517
H 1.548 -7.309 12.166
H 3.287 -7.313 12.189
H 2.332 -9.752 10.901
H 2.810 -10.764 12.870
H 2.486 -9.309 13.741
H 4.876 -9.612 14.085
H 4.807 -8.653 12.599
H 7.036 -10.491 12.174
H 6.393 -12.055 12.185
H 6.540 -11.089 13.658

Most stable = arrangement a